Computed, not measured: C24H23BrN5S3SeTl as an isolated structure at a distorted geometry, with wB97M-V/def2-TZVPD.

Electronic energy   -7544.48445 hartree
ΔE to the lowest compared entry with this formula, charge and spin   226.0 kJ/mol
Multiplicity   1

Cartesian coordinates (Å):
Tl -0.32763 -0.60688 -0.49111
S 1.97785 -0.60086 2.09197
C 2.51606 1.04111 2.16382
C 3.49420 1.38803 3.15899
C 4.10873 2.61835 3.19731
C 4.97859 2.93788 4.27822
N 5.69395 3.09566 5.16451
C 3.66698 3.63226 2.33759
C 2.58294 3.39866 1.48653
C 2.03511 2.11732 1.30994
S 0.83701 2.03062 0.10038
C 4.39748 4.84578 2.27344
N 5.06680 5.84059 2.30270
H 3.72144 0.63187 3.91920
H 2.30542 4.27943 0.97537
C -5.37551 0.78050 2.04290
N -4.40736 -0.23487 2.43548
C -4.88457 -1.02256 3.59247
C -3.54986 -0.81848 1.56007
S -3.36464 -0.32841 -0.06404
N -2.60690 -1.67206 2.09899
C -2.11255 -1.65166 3.44028
C -2.34514 -2.89625 1.35733
H -4.99959 1.20116 1.08822
H -5.55702 1.57226 2.77538
H -6.37138 0.33596 1.80666
H -5.93869 -0.65126 3.89909
H -4.26109 -0.88255 4.50820
H -4.82824 -2.15552 3.48489
H -2.14759 -0.60133 3.80171
H -1.05908 -1.93235 3.47644
H -2.66050 -2.22390 4.22497
H -2.69442 -2.78058 0.32661
H -3.00393 -3.69372 1.84754
H -1.34619 -3.23571 1.43759
Se 0.53757 -0.58407 -3.18973
C -0.93551 0.01640 -4.19736
C -1.82728 -0.91839 -4.78857
C -3.03802 -0.49171 -5.35796
C -3.36415 0.84087 -5.41730
C -2.49835 1.81430 -4.84722
C -1.32786 1.41775 -4.21874
H -1.67878 -1.97025 -4.77100
H -3.66163 -1.16029 -5.91735
H -4.24468 1.26628 -5.96185
H -2.73958 2.91113 -4.97259
H -0.67162 2.13016 -3.72307
Br 7.16395 0.06617 -2.18314
C 5.58705 -0.96731 -2.31734
C 5.60832 -2.16437 -3.07234
C 4.47593 -2.90413 -2.89731
C 3.41414 -2.42581 -2.12651
N 3.31906 -1.19795 -1.64033
C 4.41952 -0.44357 -1.74710
H 6.48326 -2.41478 -3.66361
H 4.41387 -3.91546 -3.22052
H 2.56531 -3.09796 -2.05446
H 4.45885 0.43448 -1.12423

Cartesian forces (eV/Å) of the 3 atoms listed first:
Tl 0.4691 0.2986 0.5176
S 0.1406 1.2595 -0.1663
C -0.1218 -0.4915 0.1140

Per-atom Löwdin charges, elementary charge units:
1. Tl 0.431
2. S 0.585
3. C -0.691
4. C -0.061
5. C -0.203
6. C -0.182
7. N 0.175
8. C -0.198
9. C -0.079
10. C -0.714
11. S 0.557
12. C -0.155
13. N 0.168
14. H 0.117
15. H 0.100
16. C -0.090
17. N -0.183
18. C -0.066
19. C -0.730
20. S 0.582
21. N -0.242
22. C -0.086
23. C -0.109
24. H 0.041
25. H 0.093
26. H 0.104
27. H 0.117
28. H 0.073
29. H 0.111
30. H 0.111
31. H 0.089
32. H 0.090
33. H 0.047
34. H 0.116
35. H 0.066
36. Se 0.643
37. C -0.654
38. C -0.118
39. C -0.097
40. C -0.089
41. C -0.089
42. C -0.112
43. H 0.086
44. H 0.098
45. H 0.118
46. H 0.122
47. H 0.098
48. Br 0.742
49. C -0.662
50. C -0.096
51. C -0.071
52. C -0.179
53. N 0.041
54. C -0.175
55. H 0.108
56. H 0.099
57. H 0.102
58. H 0.103

Computed, not measured: C15H35N6O3PRhS2 as an isolated structure at a distorted geometry, with wB97M-V/def2-TZVPD.

Electronic energy   -2394.20643 hartree
ΔE to the lowest compared entry with this formula, charge and spin   205.9 kJ/mol
Total charge   +3
Multiplicity   1

Cartesian coordinates (Å):
Rh 0.33429 0.83829 0.39079
C -0.34206 0.92608 3.58836
C -0.71641 2.24208 2.96915
N 0.17143 2.58754 1.83467
C 1.49804 3.13180 2.16414
C 2.52276 2.09446 2.57788
S 2.50243 0.56198 1.57602
C 2.19542 -0.72231 2.82427
C 0.75315 -1.18694 2.84913
N -0.17599 -0.09685 2.53087
H -1.12537 0.63412 4.28875
H 0.57982 1.00451 4.15986
H -0.69544 3.02521 3.73031
H -1.73555 2.17840 2.58663
H -0.30384 3.32706 1.32504
H 1.42187 3.86814 2.96771
H 1.85793 3.65044 1.28199
H 2.44670 1.81160 3.62502
H 3.51354 2.52513 2.43120
H 2.55131 -0.32838 3.77544
H 2.83470 -1.56323 2.55698
H 0.54182 -1.61350 3.83281
H 0.61225 -1.96682 2.11854
H -1.08181 -0.49612 2.30426
C -2.74664 2.35458 -3.61731
C -1.33990 2.66331 -3.26467
N -0.49938 3.32437 -3.98232
N 0.68266 3.32327 -3.27816
C 0.58422 2.65967 -2.15021
S 1.72040 2.26767 -0.95789
N -0.68147 2.25001 -2.09466
N -1.15825 1.57829 -0.95760
H -3.07921 3.05059 -4.38361
H -3.41297 2.42506 -2.75597
H -2.82459 1.35036 -4.03906
H 1.48557 3.81167 -3.65178
H -1.55682 0.68685 -1.24690
H -1.89771 2.13851 -0.53649
C -3.20419 -2.16951 0.15344
C -2.63897 -0.98960 -0.60197
O -1.39462 -1.31835 -1.32944
P 0.03978 -1.30389 -0.60079
O 0.97222 -1.76571 -1.74608
C 1.46156 -1.00645 -2.89964
C 2.42617 -1.87559 -3.66174
O 0.02661 -2.51031 0.36114
C -0.28022 -3.90618 -0.08634
C 0.82352 -4.83014 0.35236
H -4.17100 -1.89304 0.57690
H -2.54597 -2.49328 0.96119
H -3.36365 -3.00617 -0.52653
H -2.44156 -0.16309 0.08287
H -3.35005 -0.66263 -1.35933
H 1.94267 -0.09682 -2.53719
H 0.60921 -0.74056 -3.52879
H 3.28119 -2.14799 -3.04376
H 2.78510 -1.33844 -4.53997
H 1.93377 -2.78989 -3.99100
H -0.40597 -3.91506 -1.16595
H -1.22886 -4.17260 0.36841
H 1.79286 -4.48779 -0.00955
H 0.62011 -5.82689 -0.04025
H 0.87341 -4.90694 1.43880

Cartesian forces (eV/Å) of the 3 atoms listed first:
Rh 2.0511 0.4741 2.8969
C 0.0643 -0.0030 -0.0291
C -0.0028 0.0330 0.1051

Per-atom Löwdin charges, elementary charge units:
1. Rh 0.607
2. C -0.147
3. C -0.150
4. N -0.148
5. C -0.257
6. C -0.357
7. S 0.965
8. C -0.353
9. C -0.233
10. N -0.104
11. H 0.153
12. H 0.120
13. H 0.149
14. H 0.131
15. H 0.124
16. H 0.150
17. H 0.078
18. H 0.088
19. H 0.108
20. H 0.100
21. H 0.105
22. H 0.154
23. H 0.083
24. H 0.120
25. C 0.035
26. C -0.265
27. N 0.196
28. N 0.107
29. C -0.675
30. S 0.814
31. N -0.046
32. N 0.024
33. H 0.113
34. H 0.092
35. H 0.106
36. H 0.194
37. H 0.048
38. H 0.149
39. C -0.042
40. C -0.246
41. O -0.247
42. P 0.633
43. O -0.216
44. C -0.233
45. C -0.042
46. O -0.285
47. C -0.180
48. C -0.039
49. H 0.106
50. H 0.070
51. H 0.107
52. H 0.082
53. H 0.137
54. H 0.077
55. H 0.124
56. H 0.094
57. H 0.100
58. H 0.097
59. H 0.126
60. H 0.116
61. H 0.091
62. H 0.107
63. H 0.090